Formula: C20H44AlCaClFN3O12P3S
Source: the OMol25 dataset
Level of theory: the ωB97M-V functional and the def2-TZVPD basis

```
87
Properties=species:S:1:pos:R:3
C 3.0844 -1.6170 2.0325
C 3.9962 -1.5874 0.8310
O 3.6624 -0.4564 -0.0054
P 3.0178 -0.6876 -1.4122
O 3.9890 -1.0177 -2.4591
C 2.1354 0.8639 -1.7388
C 1.3214 1.2538 -0.4360
P -0.4558 1.8670 -0.6250
P -0.4504 1.9440 1.8165
C 1.0843 1.4672 2.5686
C -0.8666 3.5000 2.3775
O -0.9122 0.2180 -0.7316
C -2.1869 0.1702 -1.3801
C -2.9391 1.2128 -0.5698
C -4.3711 1.4921 -0.9727
C -5.2185 0.2105 -0.8869
C -6.1571 0.2232 0.3274
S -7.4751 -0.9555 0.1369
O -7.7710 -1.5558 1.4071
O -7.1379 -1.8443 -0.9359
O -8.6974 -0.0498 -0.2943
O -2.0723 2.3202 -0.6202
O 1.8131 -1.7553 -1.3044
C 2.0336 -3.0806 -1.7864
C 1.3296 -4.0041 -0.7791
H 2.0696 -1.9151 1.7484
H 3.0496 -0.6079 2.4341
H 3.4633 -2.2855 2.8039
H 4.0064 -2.5233 0.2665
H 5.0125 -1.3982 1.1690
H 2.8390 1.6714 -1.9762
H 1.4940 0.6704 -2.6223
H 1.9285 1.9450 0.1834
H 1.2040 0.3128 0.0985
H -0.4335 2.0530 -2.0686
H -0.0240 3.2096 -0.4264
H 1.8787 2.2148 2.3419
H 0.9530 1.4246 3.6558
H 1.4057 0.4919 2.2322
H -0.2449 4.3383 2.0495
H -0.9042 3.5064 3.5473
H -1.8776 3.6825 2.0050
H -2.5563 -0.8480 -1.3004
H -2.1105 0.4735 -2.4311
H -3.0007 0.7710 0.4398
H -4.7959 2.2419 -0.3031
H -4.4183 1.9258 -1.9733
H -5.7833 0.0630 -1.8036
H -4.5813 -0.6672 -0.7914
H -5.6303 -0.1746 1.1932
H -6.5820 1.2046 0.5223
H -9.4332 -0.2350 0.3130
H 1.6076 -3.2295 -2.7751
H 3.0906 -3.3390 -1.8180
H 0.9385 -4.8827 -1.3176
H 0.4866 -3.3886 -0.3842
H 1.9622 -4.2613 0.0781
Al 0.7063 2.1349 -3.3442
F 3.3719 2.6733 0.7217
N -6.1258 2.2696 3.6024
C -6.0769 3.3904 2.8207
C -7.2534 3.4632 2.1202
C -8.0445 2.3433 2.5051
C -7.3211 1.6298 3.4267
H -5.3878 1.9779 4.2196
H -5.2093 4.0284 2.8470
H -7.5221 4.2349 1.4184
H -9.0326 2.0972 2.1522
H -7.5561 0.7294 3.9692
C 7.9408 0.8300 -1.2776
O 8.6489 1.5840 -0.6418
N 8.2951 -0.4254 -1.6265
C 7.4276 -1.2987 -2.3881
C 9.6029 -0.9047 -1.2152
H 6.9325 1.1119 -1.6273
H 7.2063 -2.2047 -1.8179
H 7.9096 -1.5893 -3.3242
H 6.4904 -0.7973 -2.6187
H 9.6931 -0.8825 -0.1285
H 10.3883 -0.2697 -1.6258
H 9.7377 -1.9237 -1.5706
Cl -2.5066 3.7264 4.6284
N 3.1455 -5.7192 -2.7333
O 1.9348 -6.0997 -2.4822
O 3.9879 -5.8523 -1.8427
O 3.3753 -5.2027 -3.8120
Ca -0.5281 -5.6307 -0.0055
```

Computed properties:
Energy relative to the best compared isomer or geometry (same formula, charge and spin)   0.0 kJ/mol
Charge   +1
Kohn-Sham gap   2.20 eV
2S+1   1
HOMO level   -10.0817 eV

---

Formula: C20H44B
Source: the OMol25 dataset
Level of theory: the ωB97M-V functional and the def2-TZVPD basis

```
65
Properties=species:S:1:pos:R:3
B -3.4521 6.1759 1.8921
C -2.5653 5.1637 0.9466
C -3.4290 4.2920 -0.1407
C -4.7909 3.5951 0.4509
C -4.5653 2.6325 1.7603
C -4.5069 1.0476 1.3043
C -3.1189 0.4325 2.0044
C -2.7732 -1.0979 1.5184
C -2.6009 -1.2718 -0.1138
C -1.8455 0.0265 -0.8335
C -1.3895 -0.5237 -2.3397
C 0.2048 -0.9425 -2.1892
C 0.5115 -2.0848 -3.3517
C 1.9586 -2.8504 -3.1215
C 1.9630 -3.8479 -1.8183
C 3.4360 -4.4346 -1.3995
C 4.5485 -3.2580 -1.0296
C 4.2484 -2.7991 0.5205
C 4.5707 -1.2251 0.8479
C 5.7055 -1.1269 2.0589
C 6.6696 0.2150 1.8275
H -4.6105 5.9783 1.8901
H -3.3007 7.2986 1.5383
H -3.0201 6.0566 3.0031
H -1.8316 5.8608 0.3136
H -1.8334 4.4734 1.5893
H -3.6771 4.8796 -1.1402
H -2.7197 3.3948 -0.4828
H -5.6360 4.3993 0.7044
H -5.2571 2.9477 -0.4364
H -3.5550 2.9206 2.2872
H -5.4576 2.8182 2.4950
H -4.4701 0.9933 0.1267
H -5.4454 0.4158 1.6743
H -3.3000 0.4098 3.1751
H -2.2060 1.1254 1.7648
H -1.7197 -1.3853 1.9909
H -3.5340 -1.9049 1.9354
H -3.6629 -1.4791 -0.5946
H -1.9279 -2.2336 -0.3272
H -0.8966 0.3929 -0.2396
H -2.5953 0.9127 -0.9937
H -2.0377 -1.4760 -2.5874
H -1.5699 0.3439 -3.1149
H 0.3530 -1.3501 -1.0990
H 0.9062 -0.0300 -2.4088
H -0.3548 -2.8831 -3.3675
H 0.5644 -1.5133 -4.3927
H 2.8093 -2.0176 -3.0494
H 2.1955 -3.5226 -4.0716
H 1.4518 -3.3376 -0.8954
H 1.2984 -4.7879 -2.1129
H 3.9056 -5.0975 -2.2435
H 3.2829 -5.1081 -0.4408
H 5.6270 -3.7694 -1.0158
H 4.5655 -2.3758 -1.7984
H 3.0966 -3.0102 0.7213
H 4.8554 -3.5275 1.2273
H 4.9904 -0.6559 -0.1063
H 3.5675 -0.7503 1.2575
H 6.4502 -2.0575 2.0419
H 5.2300 -1.0432 3.1334
H 7.0054 0.1627 0.6998
H 7.6029 0.2000 2.5539
H 6.0817 1.2139 2.0014
```

Computed properties:
Charge   -1
Kohn-Sham gap   6.81 eV
2S+1   1
HOMO level   -4.3921 eV

---

Formula: C20H44BrIN7O14PS
Source: the OMol25 dataset
Level of theory: the ωB97M-V functional and the def2-TZVPD basis

```
89
Properties=species:S:1:pos:R:3
C 2.7145 -5.2588 3.7065
P 1.3063 -5.2888 2.4449
C 1.8701 -6.2604 0.8948
C 0.8846 -3.5103 1.8295
C 2.1424 -2.7340 1.2102
C 1.8122 -1.3067 0.5717
C 3.1034 -0.5329 0.0035
C 4.0871 -1.4388 -0.8846
C 5.4867 -1.5833 -0.0822
N 6.5106 -2.1576 -1.0103
N -0.0375 -3.8484 0.6825
C -1.3695 -4.0323 1.2821
O -2.1156 -5.0115 1.1803
C -1.5345 -2.6685 2.1305
Br -1.6720 -1.1465 0.8065
C -2.8528 -2.4430 3.0001
C -4.2228 -2.8072 2.2281
C -5.2166 -1.5544 2.0600
C -6.7197 -2.0850 1.9148
S -7.0524 -3.0256 0.3607
O -5.8464 -3.2295 -0.5137
O -7.6323 -4.3944 0.6714
O -8.2144 -2.2638 -0.6135
C -0.0970 -2.6800 2.8425
I -0.0174 -3.2424 4.9802
H 2.5239 -6.1404 4.4228
H 2.7812 -4.3183 4.3367
H 3.6986 -5.5237 3.1715
H 1.6113 -5.7304 -0.0782
H 3.0215 -6.3340 0.9135
H 1.3667 -7.2778 0.8792
H 2.9880 -2.5614 1.9736
H 2.5466 -3.3972 0.3589
H 1.3261 -0.5842 1.3276
H 1.0592 -1.3675 -0.2989
H 2.7333 0.3211 -0.6721
H 3.6718 -0.0278 0.8658
H 3.6513 -2.4332 -1.2217
H 4.3231 -0.8448 -1.8408
H 5.2550 -2.2745 0.8117
H 5.7477 -0.5174 0.2634
H 5.9775 -2.7534 -1.6641
H 6.8326 -1.3488 -1.5771
H 0.0416 -3.2611 -0.1533
H -2.8934 -1.3195 3.2526
H -2.8380 -2.9799 4.0162
H -3.9255 -3.1143 1.1613
H -4.7443 -3.6660 2.7829
H -5.1555 -0.7893 2.8984
H -4.9210 -1.0230 1.0833
H -7.3988 -1.1615 1.8940
H -6.9378 -2.7771 2.7900
H -8.2798 -2.8776 -1.3897
H 0.2692 -1.5916 2.9124
C -1.4005 1.5523 -2.4375
N -0.1711 0.9922 -1.8194
O 0.5279 0.2708 -2.5111
O 0.0502 1.2965 -0.6591
H -1.4689 1.1999 -3.4646
H -2.2505 1.2028 -1.8524
H -1.3189 2.6380 -2.4072
C -2.5973 6.6499 -2.5631
N -2.1286 5.2517 -2.3781
O -2.0722 4.5394 -3.3666
O -1.8314 4.9133 -1.2444
H -2.8242 6.8078 -3.6153
H -3.4900 6.7799 -1.9520
H -1.7963 7.3112 -2.2387
C -0.9549 11.2995 -2.9924
N -1.5723 10.0067 -3.3876
O -1.5982 9.1160 -2.5511
O -2.0087 9.9289 -4.5195
H -0.6119 11.2237 -1.9627
H -0.1189 11.4833 -3.6655
H -1.7178 12.0706 -3.0895
C 9.8507 -0.5824 -3.4495
N 8.4166 -0.9538 -3.3397
O 8.0618 -1.9843 -3.8792
O 7.6959 -0.1929 -2.7121
H 10.3664 -1.3446 -4.0298
H 9.9022 0.3841 -3.9488
H 10.2536 -0.5278 -2.4391
C -2.7567 4.0109 1.8297
N -3.9096 4.9145 2.0790
O -3.9150 5.5423 3.1236
O -4.7691 4.9614 1.2155
H -2.0749 4.0698 2.6755
H -3.1485 3.0005 1.7201
H -2.2679 4.3470 0.9160
```

Computed properties:
Charge   0
Kohn-Sham gap   6.99 eV
2S+1   1
HOMO level   -7.6148 eV

---

Results for LUMO: -0.2896, 0.0888, -0.0231 (in Ha, following the order of the records).
Results for E_tot: -4757.2635, -812.9647, -5835.6964 (in a.u., following the order of the records).